[1]
Computed, not measured: an isolated ion of composition CH2O3P2 and charge -2, with the ωB97M-V functional and the def2-TZVPD basis.

Last column: Löwdin charge in e.
CARTESIAN COORDINATES (ANGSTROEM)
C (1.44409, -0.23154, 0.03467)  -0.30
O (-0.65408, -1.78101, 1.19278)  -0.58
O (-0.68837, -1.30189, -1.32116)  -0.56
O (-1.42513, 2.14662, -0.57018)  -0.75
P (-1.24570, 1.27827, 0.62345)  0.50
P (-0.34816, -0.79946, 0.07965)  -0.02
H (1.60928, 0.33998, 0.83752)  -0.20
H (1.30806, 0.34903, -0.87671)  -0.09

Output
**Energy relative to the best compared isomer or geometry (same formula, charge and spin)**: 205.4 kJ/mol
**Orbital gap (alpha / beta)**: 5.664 / 5.923 eV
**HOMO energy (alpha / beta)**: 1.61 / 1.41 eV
**Net charge**: -2
**SMILES string**: C=P([O-])([O-])P=O
**Total energy**: -25787.78972 eV
**LUMO (alpha / beta)**: 7.272 / 7.330 eV



[2]
Computed, not measured: an isolated ion of composition CH2O3P2 and charge -2, with the ωB97M-V functional and the def2-TZVPD basis.

Last column: Löwdin charge in e.
CARTESIAN COORDINATES (ANGSTROEM)
C (-1.82801, 0.83088, 0.90394)  -0.34
O (-0.98507, -1.51991, -0.06806)  -0.48
O (1.06281, 0.18042, 0.43066)  -0.84
O (-0.93901, 0.60795, -1.52517)  -0.54
P (2.56914, -0.28101, -0.08375)  0.50
P (-0.70319, -0.08225, -0.16153)  0.09
H (-1.38686, 1.12369, 1.90508)  -0.19
H (2.21019, -0.85978, -1.40117)  -0.20

Output
**Energy relative to the best compared isomer or geometry (same formula, charge and spin)**: 385.1 kJ/mol
**Orbital gap (alpha / beta)**: 5.568 / 4.731 eV
**HOMO energy (alpha / beta)**: 1.56 / 1.92 eV
**Net charge**: -2
**Total energy**: -25785.92696 eV
**LUMO (alpha / beta)**: 7.129 / 6.650 eV



[3]
Computed, not measured: CH2O3S2 as an isolated structure, with the ωB97M-V functional and the def2-TZVPD basis.

Last column: Löwdin charge in e.
CARTESIAN COORDINATES (ANGSTROEM)
C (-0.45985, -0.32412, 0.23157)  -0.95
O (2.25024, 0.12400, -1.40086)  -0.33
O (0.17434, -1.07411, -0.75538)  -0.31
O (0.47835, 0.34497, 0.89984)  -0.29
S (-1.51819, 1.09576, -0.32191)  0.76
S (1.67908, -0.70611, -0.41404)  1.11
H (-1.18249, -1.03333, 0.85922)  0.15
H (-1.42148, 1.57294, 0.90156)  -0.14

Output
**Energy relative to the best compared isomer or geometry (same formula, charge and spin)**: 206.2 kJ/mol
**Orbital gap**: 7.684 eV
**HOMO energy**: -9.16 eV
**Net charge**: 0
**Total energy**: -28879.30976 eV
**LUMO**: -1.477 eV



[4]
Computed, not measured: one molecule with the formula CH2O4, with the ωB97M-V functional and the def2-TZVPD basis.

Last column: Löwdin charge in e.
CARTESIAN COORDINATES (ANGSTROEM)
C (-0.54478, -0.14970, -0.00153)  -0.60
O (0.26389, -1.15610, -0.42857)  0.09
O (1.55785, -0.33895, -0.20230)  0.03
O (-0.28615, 1.11849, -0.38988)  0.12
O (-1.64918, -0.43003, 0.47049)  0.10
H (1.74940, -0.65609, 0.69782)  0.11
H (-1.09102, 1.61238, -0.14604)  0.14

Output
**Energy relative to the best compared isomer or geometry (same formula, charge and spin)**: 94.5 kJ/mol
**Orbital gap**: 11.088 eV
**HOMO energy**: -11.16 eV
**Net charge**: 0
**SMILES string**: O=C(O)OO
**Total energy**: -9256.15813 eV
**LUMO**: -0.072 eV



[5]
Computed, not measured: an isolated ion of composition CH2O4P and charge -1, with the ωB97M-V functional and the def2-TZVPD basis.

Last column: Löwdin charge in e.
CARTESIAN COORDINATES (ANGSTROEM)
C (-0.69568, -0.65265, -1.27545)  -0.52
O (1.08547, 1.94876, 0.66635)  -0.41
O (-0.21487, 0.42704, 2.37298)  -0.42
O (-0.36999, 0.06269, -0.28136)  -0.15
O (-0.10325, -1.51602, -1.89264)  -0.02
P (0.62649, 0.60705, 1.11758)  0.39
H (1.50415, -0.27118, 0.77044)  -0.01
H (-1.83231, -0.60569, -1.47791)  0.13

Output
**Energy relative to the best compared isomer or geometry (same formula, charge and spin)**: 47.4 kJ/mol
**Orbital gap**: 9.866 eV
**HOMO energy**: -5.74 eV
**Net charge**: -1
**SMILES string**: O=CO[P@@H](=O)[O-]
**Total energy**: -18551.52852 eV
**LUMO**: 4.125 eV



[6]
Computed, not measured: one molecule with the formula CH2O4S, with the ωB97M-V functional and the def2-TZVPD basis.

Last column: Löwdin charge in e.
CARTESIAN COORDINATES (ANGSTROEM)
C (1.16072, 1.20369, 0.10928)  -0.48
O (-0.57308, -1.84191, -0.68473)  -0.29
O (-1.73080, -0.27881, 1.08496)  -0.38
O (0.65920, 0.04585, 0.47560)  -0.20
O (0.53291, 2.13417, -0.18145)  0.09
S (-0.92522, -0.18147, -0.10212)  1.05
H (2.27638, 1.26605, 0.01151)  0.16
H (-1.40010, -2.34756, -0.71305)  0.04

Output
**Energy relative to the best compared isomer or geometry (same formula, charge and spin)**: 99.2 kJ/mol
**Orbital gap**: 11.253 eV
**HOMO energy**: -10.88 eV
**Net charge**: 0
**Total energy**: -20093.21119 eV
**LUMO**: 0.378 eV



[7]
Computed, not measured: an isolated ion of composition CH2OPS2 and charge -1, with the ωB97M-V functional and the def2-TZVPD basis.

Last column: Löwdin charge in e.
CARTESIAN COORDINATES (ANGSTROEM)
C (0.44403, 0.92160, -0.57117)  -1.36
O (0.07200, 1.93776, 0.04175)  -0.20
P (-0.34776, -0.54108, 0.26278)  0.24
S (1.62564, 0.67027, -1.64631)  0.46
S (0.90758, -1.30546, 1.53434)  -0.01
H (-1.51834, -0.24325, 0.87402)  -0.08
H (-1.18316, -1.43984, -0.49541)  -0.05

Output
**Energy relative to the best compared isomer or geometry (same formula, charge and spin)**: 24.1 kJ/mol
**Orbital gap**: 7.877 eV
**HOMO energy**: -4.12 eV
**Net charge**: -1
**SMILES string**: [O-]C(=S)[PH2]=S
**Total energy**: -34077.49495 eV
**LUMO**: 3.761 eV



[8]
Computed, not measured: one molecule with the formula CH2OS2, with the ωB97M-V functional and the def2-TZVPD basis.

Last column: Löwdin charge in e.
CARTESIAN COORDINATES (ANGSTROEM)
C (0.12746, 0.79966, 0.04655)  -1.34
H (1.01088, -1.29161, 0.78127)  0.06
H (-1.14795, -1.50371, -0.65183)  0.00
O (-0.10461, 2.05100, -0.05677)  -0.15
S (1.56569, -0.00020, -0.09230)  0.77
S (-1.45147, -0.05513, -0.02692)  0.65

Output
**Energy relative to the best compared isomer or geometry (same formula, charge and spin)**: 212.5 kJ/mol
**Orbital gap**: 9.235 eV
**HOMO energy**: -9.89 eV
**Net charge**: 0
**SMILES string**: O=C(S)S
**Total energy**: -24785.07319 eV
**LUMO**: -0.650 eV



[9]
Computed, not measured: one molecule with the formula CH2OS2, with the ωB97M-V functional and the def2-TZVPD basis.

Last column: Löwdin charge in e.
CARTESIAN COORDINATES (ANGSTROEM)
C (0.13257, -0.31751, -0.54253)  -0.62
O (0.81217, 0.76182, 1.92805)  -0.52
S (0.03416, 0.92417, 0.71050)  0.62
S (-1.82025, -0.01305, -0.08178)  0.41
H (0.27234, -0.00136, -1.60204)  0.04
H (0.56901, -1.35407, -0.41219)  0.07

Output
**Energy relative to the best compared isomer or geometry (same formula, charge and spin)**: 196.2 kJ/mol
**Orbital gap**: 8.945 eV
**HOMO energy**: -9.51 eV
**Net charge**: 0
**Total energy**: -24785.24193 eV
**LUMO**: -0.561 eV



[10]
Computed, not measured: CH2P2S2 as an isolated structure, with the ωB97M-V functional and the def2-TZVPD basis.

Last column: Löwdin charge in e.
CARTESIAN COORDINATES (ANGSTROEM)
C (1.02301, -0.14197, -0.04420)  -0.42
P (-0.26554, 0.90201, -0.75830)  0.15
P (-1.18373, -0.62268, 0.70509)  0.21
S (-0.30259, 2.63439, 0.25519)  0.06
S (-1.95740, -2.11295, -0.25193)  0.06
H (1.51851, 0.31710, 0.72269)  -0.02
H (1.16775, -0.97589, -0.62853)  -0.03

Output
**Energy relative to the best compared isomer or geometry (same formula, charge and spin)**: 171.3 kJ/mol
**Orbital gap (alpha / beta)**: 5.832 / 5.872 eV
**HOMO energy (alpha / beta)**: -8.76 / -8.77 eV
**Net charge**: 0
**Total energy**: -41315.29692 eV
**LUMO (alpha / beta)**: -2.923 / -2.896 eV